Record 1
Density functional theory data (ωB97M-V/def2-TZVPD) for a 3-piece molecular cluster, C13H31BIO5 overall.

As for the spin multiplicity: 1. The lowest unoccupied orbital energy is 2.653 eV. As for the frontier orbital gap: 7.07 eV. The charge is -1.

Cartesian coordinates (Å):
C1 1.676 2.376 0.535
O1 1.890 0.992 0.425
C2 1.850 0.540 -0.919
C3 2.165 -0.954 -1.023
C4 0.974 -1.917 -0.910
B1 0.203 -2.159 0.510
I1 1.643 -2.243 2.289
C5 -0.960 -1.048 0.810
C6 -2.270 -1.451 0.114
C7 -3.382 -0.384 0.038
C8 -2.836 1.012 -0.235
O2 -3.820 1.910 -0.835
C9 -4.949 2.083 -0.184
O3 -5.880 2.712 -0.612
H1 0.660 2.672 0.222
H2 2.402 2.932 -0.085
H3 1.839 2.646 1.584
H4 2.575 1.127 -1.518
H5 0.846 0.748 -1.337
H6 2.929 -1.211 -0.268
H7 2.645 -1.082 -2.009
H8 0.218 -1.565 -1.643
H9 1.313 -2.898 -1.279
H10 -0.290 -3.277 0.512
H11 -0.619 -0.059 0.461
H12 -1.142 -0.940 1.894
H13 -2.672 -2.312 0.672
H14 -2.060 -1.825 -0.902
H15 -3.952 -0.399 0.980
H16 -4.096 -0.626 -0.767
H17 -2.429 1.498 0.660
H18 -2.035 0.975 -0.985
H19 -4.991 1.546 0.778
C10 4.187 -6.411 -1.064
C11 4.591 -4.962 -0.844
O4 3.561 -4.183 -0.279
H20 3.298 -6.461 -1.694
H21 4.990 -6.978 -1.541
H22 3.952 -6.892 -0.111
H23 4.818 -4.488 -1.800
H24 5.502 -4.917 -0.233
H25 3.331 -4.508 0.599
C12 -1.869 6.192 1.803
C13 -1.278 5.233 0.785
O5 -2.256 4.372 0.220
H26 -2.358 5.634 2.602
H27 -1.096 6.824 2.240
H28 -2.613 6.843 1.336
H29 -0.546 4.582 1.260
H30 -0.760 5.787 -0.007
H31 -2.901 4.914 -0.246

Löwdin atomic charge list, values in e, 4 entries:
1. C -0.132
2. O -0.214
3. C -0.251
4. C -0.235

Record 2
Density functional theory data (ωB97M-V/def2-TZVPD) for a 2-piece molecular cluster, C5H9NO overall.

As for the energy relative to the best compared isomer or geometry (same formula, charge and spin): 573.85 kJ/mol. As for the spin multiplicity: 1. The lowest unoccupied orbital energy is -2.620 eV. As for the frontier orbital gap: 5.70 eV.

Cartesian coordinates (Å):
C1 3.030 -0.461 0.184
N1 -1.056 0.738 0.575
C2 -1.974 -0.212 0.489
O1 -2.291 -0.890 -0.494
C3 -0.332 0.971 -0.647
C4 1.064 0.874 -0.316
C5 1.751 -0.354 -0.246
H1 3.420 -1.447 0.367
H2 3.404 0.425 0.680
H3 -2.571 -0.462 1.376
H4 -0.540 1.951 -1.092
H5 -0.690 0.234 -1.389
H6 -0.689 -1.954 1.999
H7 1.587 1.742 0.082
H8 1.206 -1.246 -0.533
H9 -0.134 -1.474 2.066

Löwdin atomic charge list, values in e, 4 entries:
1. C 0.110
2. N 0.034
3. C -0.503
4. O -0.051

Record 3
Density functional theory data (ωB97M-V/def2-TZVPD) for a 11-piece molecular cluster, C28H65Cl8F6N3O12P overall.

As for the spin multiplicity: 1. The lowest unoccupied orbital energy is 2.283 eV. As for the frontier orbital gap: 7.86 eV. The charge is -1.

Cartesian coordinates (Å):
P1 -0.740 1.346 -0.325
F1 0.810 1.661 -0.568
F2 -1.077 2.661 -1.234
F3 -0.756 0.376 -1.643
F4 -2.335 1.046 -0.239
F5 -0.340 0.016 0.541
F6 -0.685 2.189 1.031
C1 -2.220 -3.019 -1.250
C2 -0.780 -3.493 -1.080
C3 -0.388 -4.715 -1.899
O1 0.882 -5.179 -1.534
C4 0.816 -6.317 -0.701
N1 0.066 -2.360 -1.501
H1 -2.442 -2.041 -0.813
H2 -2.932 -3.672 -0.721
H3 -2.506 -2.924 -2.302
H4 -0.643 -3.721 -0.018
H5 -0.368 -4.423 -2.956
H6 -1.200 -5.456 -1.861
H7 1.804 -6.547 -0.318
H8 0.362 -7.134 -1.277
H9 0.118 -6.185 0.137
H10 -0.262 -1.536 -1.007
H11 -0.298 -2.129 -2.430
C5 3.650 0.859 0.863
C6 3.725 -0.293 -0.163
C7 4.714 -1.322 0.339
O2 4.656 -2.443 -0.540
C8 5.586 -3.442 -0.203
N2 2.374 -0.853 -0.342
H12 3.177 0.520 1.790
H13 3.042 1.700 0.532
H14 4.627 1.283 1.128
H15 3.991 0.212 -1.094
H16 4.466 -1.750 1.321
H17 5.712 -0.872 0.404
H18 5.215 -4.116 0.576
H19 6.518 -2.973 0.137
H20 5.802 -4.007 -1.109
H21 1.811 -0.131 -0.783
H22 2.011 -0.817 0.611
C9 0.472 -1.806 -8.206
C10 1.605 -1.497 -7.217
C11 1.016 -0.893 -5.948
O3 2.094 -0.557 -5.108
C12 1.678 0.248 -4.001
N3 2.438 -2.690 -6.939
H23 0.851 -2.192 -9.157
H24 -0.114 -0.908 -8.413
H25 -0.180 -2.609 -7.850
H26 2.244 -0.741 -7.680
H27 0.299 -1.547 -5.438
H28 0.466 -0.001 -6.279
H29 1.127 -0.359 -3.280
H30 1.006 1.049 -4.334
H31 2.594 0.693 -3.623
H32 1.793 -3.472 -6.845
H33 2.941 -2.853 -7.809
C13 -2.877 -0.600 2.639
C14 -3.533 -0.514 4.003
O4 -4.566 0.451 3.965
C15 -4.452 1.611 4.604
O5 -3.504 1.988 5.238
O6 -5.573 2.258 4.379
C16 -5.734 3.597 4.816
H34 -2.007 -1.256 2.604
H35 -2.493 0.385 2.364
H36 -3.567 -0.899 1.851
H37 -2.808 -0.291 4.794
H38 -3.969 -1.442 4.387
H39 -5.595 3.676 5.895
H40 -6.707 3.975 4.527
H41 -4.958 4.222 4.371
C17 1.123 -0.729 3.554
C18 1.856 -2.062 3.496
O7 1.664 -2.615 2.194
C19 2.427 -3.593 1.726
O8 2.371 -3.982 0.606
O9 3.070 -4.241 2.722
C20 3.387 -5.618 2.516
H42 1.369 -0.102 2.694
H43 1.331 -0.053 4.382
H44 0.075 -1.038 3.516
H45 1.527 -2.801 4.226
H46 2.921 -1.864 3.657
H47 4.272 -5.666 1.881
H48 2.528 -6.085 2.032
H49 3.573 -6.053 3.493
C21 -0.183 6.852 4.282
C22 -0.217 7.554 2.964
O10 -0.370 6.647 1.868
C23 0.729 6.101 1.377
O11 1.815 6.194 1.909
O12 0.386 5.452 0.289
C24 1.308 4.615 -0.438
H50 -0.012 7.542 5.115
H51 0.573 6.070 4.313
H52 -1.151 6.429 4.572
H53 0.731 8.075 2.826
H54 -1.000 8.308 2.922
H55 1.649 3.892 0.298
H56 2.126 5.247 -0.789
H57 0.731 4.210 -1.256
C25 -5.266 -0.623 -1.629
Cl1 -5.292 -1.805 -2.935
Cl2 -6.184 0.838 -2.080
H58 -5.720 -1.043 -0.738
H59 -4.251 -0.319 -1.384
C26 0.305 2.975 3.624
Cl3 0.211 3.241 5.359
Cl4 1.919 3.194 2.943
H60 -0.074 1.979 3.415
H61 -0.383 3.643 3.111
C27 -3.734 3.529 1.130
Cl5 -5.457 3.798 0.774
Cl6 -3.057 4.939 2.010
H62 -3.657 2.679 1.799
H63 -3.090 3.356 0.275
C28 -2.643 1.192 -3.961
Cl7 -2.110 -0.353 -4.632
Cl8 -2.000 2.556 -4.894
H64 -3.725 1.259 -4.027
H65 -2.352 1.251 -2.916

Löwdin atomic charge list, values in e, 4 entries:
1. P 0.198
2. F -0.148
3. F -0.158
4. F -0.187

Record 4
Density functional theory data (ωB97M-V/def2-TZVPD) for a 8-piece molecular cluster, C22H34Cl6N2O9 overall.

As for the spin multiplicity: 1. The lowest unoccupied orbital energy is 0.202 eV. As for the frontier orbital gap: 9.71 eV.

Cartesian coordinates (Å):
C1 -2.048 -2.429 -5.131
O1 -2.041 -1.054 -4.797
C2 -1.110 -0.487 -3.944
O2 -0.160 -1.117 -3.445
O3 -1.289 0.815 -3.812
C3 -2.430 1.484 -4.260
H1 -3.078 -2.685 -5.377
H2 -1.559 -3.068 -4.395
H3 -1.506 -2.580 -6.064
H4 -3.354 1.147 -3.790
H5 -2.560 1.476 -5.342
H6 -2.418 2.516 -3.909
C4 -3.972 1.051 -1.025
O4 -2.710 1.747 -1.020
C5 -2.652 2.968 -0.515
O5 -3.709 3.658 -0.217
O6 -1.320 3.427 -0.400
C6 -0.192 2.791 -0.863
H7 -4.328 0.736 -0.044
H8 -3.830 0.214 -1.709
H9 -4.689 1.741 -1.471
H10 -0.239 2.488 -1.909
H11 0.010 2.046 -0.093
H12 0.592 3.547 -0.834
C7 -1.973 -0.616 5.352
O7 -0.585 -0.847 4.912
C8 0.044 -1.987 4.815
O8 -0.399 -3.100 5.072
O9 1.294 -1.712 4.361
C9 2.339 -2.685 4.384
H13 -2.484 0.168 4.793
H14 -2.002 -0.321 6.401
H15 -2.481 -1.574 5.238
H16 1.990 -3.707 4.234
H17 2.726 -2.625 5.401
H18 3.096 -2.496 3.624
N1 2.844 -1.926 1.242
C10 1.576 -1.796 0.753
C11 1.263 -0.782 -0.172
C12 2.274 0.057 -0.645
C13 3.588 -0.038 -0.129
C14 3.771 -1.024 0.850
H19 0.863 -2.528 1.105
H20 0.266 -0.809 -0.586
H21 2.159 0.684 -1.517
H22 4.302 0.701 -0.458
H23 4.724 -1.049 1.359
N2 -1.383 3.343 3.240
C15 -1.276 2.101 2.797
C16 -0.044 1.548 2.480
C17 1.112 2.371 2.464
C18 1.034 3.664 2.965
C19 -0.254 4.107 3.316
H24 -2.169 1.534 2.582
H25 0.035 0.558 2.056
H26 2.107 2.058 2.184
H27 1.877 4.333 3.055
H28 -0.457 5.089 3.715
C20 4.519 1.821 -3.450
Cl1 4.986 0.109 -3.532
Cl2 4.429 2.490 -5.047
H29 3.522 1.929 -3.024
H30 5.181 2.381 -2.789
C21 2.565 -3.568 -2.034
Cl3 1.541 -5.014 -2.167
Cl4 3.989 -3.739 -3.053
H31 1.979 -2.706 -2.351
H32 2.946 -3.460 -1.018
C22 -3.103 -2.290 0.377
Cl5 -2.538 -1.969 -1.255
Cl6 -1.757 -2.112 1.472
H33 -3.983 -1.678 0.574
H34 -3.459 -3.320 0.425

Löwdin atomic charge list, values in e, 4 entries:
1. C -0.048
2. O -0.051
3. C -0.545
4. O 0.064

Record 5
Density functional theory data (ωB97M-V/def2-TZVPD) for C7H4Cl2F15MgO15S5 as an isolated structure.

As for the energy relative to the best compared isomer or geometry (same formula, charge and spin): 0.00 kJ/mol. As for the spin multiplicity: 1. The lowest unoccupied orbital energy is 6.018 eV. As for the frontier orbital gap: 8.01 eV. The charge is -3.

Cartesian coordinates (Å):
Mg1 -0.212 -0.349 0.132
C1 -3.427 -0.479 -3.012
F1 -4.324 -1.101 -3.785
F2 -2.529 0.121 -3.792
F3 -4.101 0.503 -2.375
S1 -2.635 -1.645 -1.810
O1 -1.508 -0.844 -1.323
O2 -3.686 -1.880 -0.874
O3 -2.253 -2.754 -2.639
C2 -2.061 0.864 3.745
F4 -0.922 0.220 3.886
F5 -2.868 0.587 4.792
F6 -1.781 2.188 3.836
S2 -2.890 0.464 2.145
O4 -1.760 0.087 1.296
O5 -3.747 -0.609 2.531
O6 -3.515 1.706 1.749
C3 2.255 2.662 1.693
F7 3.337 3.316 2.156
F8 1.181 3.364 2.030
F9 2.363 2.684 0.340
S3 2.168 0.915 2.287
O7 1.009 0.447 1.552
O8 3.436 0.393 1.867
O9 1.960 1.026 3.709
C4 0.952 -3.493 2.724
F10 1.945 -4.404 2.555
F11 0.342 -3.818 3.888
F12 1.514 -2.315 2.861
S4 -0.237 -3.523 1.274
O10 -0.080 -2.147 0.773
O11 0.311 -4.549 0.432
O12 -1.534 -3.789 1.838
C5 3.159 -0.475 -2.849
F13 2.571 -0.558 -4.064
F14 4.419 -0.903 -3.026
F15 3.222 0.803 -2.486
S5 2.329 -1.559 -1.587
O13 3.406 -1.873 -0.719
O14 1.391 -0.582 -1.015
O15 1.767 -2.639 -2.315
Cl1 -0.600 2.151 -0.475
C6 0.127 3.291 -1.605
C7 0.153 2.881 -3.066
Cl2 0.704 1.247 -3.368
H1 1.136 3.549 -1.278
H2 -0.392 4.250 -1.518
H3 0.760 3.597 -3.623
H4 -0.852 2.973 -3.486

Löwdin atomic charge list, values in e, 4 entries:
1. Mg 0.401
2. C -0.660
3. F 0.102
4. F 0.102

Asked for HOMO across the records above, the calculation gives -4.42 -8.32 -5.57 -9.50 -1.99 eV in order.
Asked for calculated total energy across the records above, the calculation gives -32999.74186 -8863.26511 -184911.01091 -119905.16681 -163472.01562 eV in order.
Asked for max |F| across the records above, the calculation gives 1.0 3.0 1.9 6.4 1.8 eV/A in order.